# C4H5NO

C4H5NO in the gas phase (ωB97M-V/def2-TZVPD, OMol25).

CARTESIAN COORDINATES (ANGSTROEM)
H  -2.98  -0.87  -0.03
N  -1.98  -0.72  0.00
C  -1.73  0.45  0.40
O  -0.49  0.93  0.50
C  0.49  0.03  0.04
C  1.83  0.61  0.07
C  2.89  0.07  0.25
H  -2.43  1.23  0.69
H  0.27  -0.33  -0.96
H  0.51  -0.86  0.69
H  3.66  -0.62  0.47

E_tot in Eh: -285.28881
LUMO level in eV: 0.7
HOMO-LUMO gap in eV: 10.75
Highest occupied orbital energy in eV: -10.1
SMILES: [H]/N=C/OCC#C
Energy above the lowest of the compared OMol25 structures with the same formula, charge and spin in kcal/mol: 78.9